A 5-piece molecular cluster, C60H40Cl2NO12P overall. Source: the Open Molecules 2025 dataset; level of theory: wB97M-V/def2-TZVPD.

Atoms and positions in Å:
C  0.222230  -2.232055  3.160670
C  1.597212  -1.699735  2.755048
Cl  2.634964  -1.608822  4.185342
C  1.427445  -0.307285  2.154872
Cl  0.750632  -0.509210  0.509131
O  2.577989  0.488013  2.170832
C  3.504113  0.204765  1.164207
O  4.198746  -0.791167  1.242208
N  3.632196  1.134453  0.099724
P  2.959803  2.768730  0.202772
O  1.378371  2.600917  -0.193430
O  3.018366  3.062874  1.803419
H  0.311327  -2.835319  4.047841
H  -0.196124  -2.852641  2.381343
H  -0.472344  -1.424868  3.355428
H  2.006620  -2.377873  2.022621
H  0.695508  0.214625  2.750102
H  3.201917  0.694858  -0.709327
H  0.824611  2.131942  0.444007
H  2.269969  2.672098  2.264108
C  -3.062686  -1.096172  11.413535
C  -3.417051  -1.466385  10.120500
C  -2.560534  -1.209416  9.064851
C  -1.348944  -0.571337  9.295008
C  -1.002656  -0.180885  10.590528
C  -1.859464  -0.454731  11.648116
C  0.272085  0.545369  10.857505
O  0.574206  0.879441  11.982859
C  1.158666  0.854754  9.700715
C  2.325309  1.577018  9.913243
C  3.165349  1.861259  8.850644
C  2.848666  1.417695  7.570713
C  1.684801  0.702031  7.353438
C  0.832389  0.425381  8.412574
C  -0.431203  -0.317985  8.148583
O  -0.709134  -0.701646  7.031261
H  -3.730437  -1.305404  12.238204
H  -4.363236  -1.957754  9.938510
H  -2.828069  -1.499448  8.058911
H  -1.581114  -0.160371  12.649817
H  2.569218  1.915861  10.909850
H  4.071487  2.427441  9.017862
H  3.510533  1.633230  6.742683
H  1.433738  0.356226  6.360619
C  -2.475242  -0.231060  -1.775479
C  -1.176268  -0.658639  -2.029558
C  -0.585274  -0.401570  -3.252377
C  -1.292104  0.279862  -4.232663
C  -2.603624  0.690709  -3.988136
C  -3.188721  0.439099  -2.753825
C  -3.395068  1.390962  -5.041666
O  -4.531303  1.753732  -4.826212
C  -2.747340  1.631072  -6.361753
C  -3.473759  2.242187  -7.374753
C  -2.877350  2.492037  -8.598869
C  -1.549534  2.139164  -8.816180
C  -0.825401  1.519091  -7.813537
C  -1.420389  1.257631  -6.588050
C  -0.626647  0.573215  -5.532263
O  0.532725  0.267161  -5.719011
H  -2.930795  -0.424875  -0.813306
H  -0.624248  -1.190409  -1.271663
H  0.426959  -0.724526  -3.451847
H  -4.199666  0.770927  -2.565393
H  -4.502856  2.521404  -7.199918
H  -3.445279  2.968354  -9.386268
H  -1.081640  2.346790  -9.768467
H  0.205562  1.239435  -7.978819
C  -4.330562  -9.072504  4.902389
C  -3.595237  -8.090838  5.558305
C  -2.692806  -7.312588  4.855448
C  -2.513292  -7.519217  3.494136
C  -3.236594  -8.518962  2.839801
C  -4.151706  -9.286667  3.547197
C  -3.029642  -8.788772  1.388590
O  -3.661082  -9.651889  0.818421
C  -2.018239  -7.971621  0.659540
C  -1.768989  -8.239448  -0.679848
C  -0.842548  -7.482798  -1.374972
C  -0.165179  -6.448720  -0.737330
C  -0.406275  -6.180475  0.598293
C  -1.326445  -6.944242  1.304177
C  -1.550286  -6.660754  2.749877
O  -0.961467  -5.757473  3.305721
H  -5.041187  -9.674035  5.452702
H  -3.729083  -7.933236  6.619869
H  -2.122420  -6.545105  5.358756
H  -4.716752  -10.051076  3.033484
H  -2.300106  -9.041825  -1.171377
H  -0.646374  -7.696183  -2.416829
H  0.554690  -5.855190  -1.284593
H  0.121001  -5.381842  1.100485
C  2.463843  8.658357  -10.920081
C  3.335202  9.474016  -10.206029
C  3.776338  9.090067  -8.952135
C  3.340376  7.892869  -8.400590
C  2.449090  7.083966  -9.108866
C  2.021460  7.467093  -10.373114
C  1.932808  5.815917  -8.519696
O  1.162873  5.109968  -9.138023
C  2.383272  5.445188  -7.149785
C  1.874731  4.297619  -6.559252
C  2.289365  3.927030  -5.292215
C  3.222802  4.700277  -4.609779
C  3.730473  5.849591  -5.191289
C  3.308023  6.231367  -6.457997
C  3.840636  7.487584  -7.055251
O  4.654201  8.165526  -6.465110
H  2.126940  8.956916  -11.903563
H  3.671101  10.410047  -10.631240
H  4.457515  9.716991  -8.394907
H  1.340794  6.831565  -10.921112
H  1.151209  3.697575  -7.093445
H  1.886762  3.032981  -4.834360
H  3.550035  4.406107  -3.621419
H  4.452525  6.456619  -4.664414

Forces on the atoms, in the same order (eV/Å):
0.11 -0.03 -0.19
-0.87 -0.17 0.01
0.26 0.07 0.11
0.63 -0.55 0.65
-0.06 0.15 0.16
-0.23 0.53 -0.92
2.06 -1.92 -0.23
-1.50 1.58 -0.16
-1.63 -0.02 1.57
0.80 0.79 -0.85
0.26 0.04 0.61
-0.31 0.11 -0.58
-0.05 -0.22 0.26
-0.14 -0.14 -0.26
-0.18 0.19 0.21
0.68 -0.05 -0.01
-0.23 0.34 0.06
0.57 -0.13 -0.39
-0.15 -0.23 -0.14
0.12 -0.25 0.44
-0.02 -0.02 -0.05
0.02 0.01 0.06
-0.12 -0.06 0.01
0.09 0.07 0.08
0.04 0.00 -0.14
-0.11 -0.03 0.08
0.04 0.03 0.14
0.00 0.01 0.03
-0.10 -0.05 -0.07
0.12 0.06 -0.02
-0.01 -0.03 -0.06
0.02 0.03 0.07
0.12 0.06 -0.14
-0.08 -0.02 0.13
-0.03 -0.05 -0.15
-0.02 0.02 -0.03
-0.01 0.00 0.01
-0.02 -0.02 0.00
0.09 0.02 -0.06
0.09 0.06 -0.01
-0.07 -0.05 0.07
0.02 0.01 0.00
0.02 0.00 -0.01
-0.08 -0.07 0.01
0.05 -0.01 -0.01
-0.14 0.03 -0.11
0.08 -0.05 0.13
-0.13 0.06 -0.07
0.09 -0.01 -0.09
-0.01 -0.03 0.13
-0.12 0.07 0.02
-0.03 -0.01 0.00
0.10 -0.08 0.06
-0.03 0.07 -0.12
0.07 -0.01 0.01
-0.09 0.01 -0.01
0.07 0.07 -0.19
-0.09 -0.01 0.11
0.15 -0.01 -0.03
0.04 0.01 0.01
-0.01 -0.01 0.01
-0.13 -0.15 -0.10
0.02 0.03 -0.10
-0.04 0.03 -0.10
-0.02 -0.02 0.10
-0.01 0.02 -0.02
0.02 0.02 -0.01
0.03 -0.06 0.08
0.03 0.04 0.03
-0.04 -0.04 -0.03
-0.04 0.00 0.13
-0.01 -0.07 -0.12
0.10 0.10 -0.02
-0.08 -0.06 0.10
-0.08 -0.10 -0.07
-0.01 -0.02 -0.01
0.03 0.06 0.12
0.04 0.00 -0.13
0.03 0.05 0.03
-0.03 -0.03 -0.03
0.07 0.05 -0.10
-0.09 -0.09 0.03
0.07 0.10 0.06
0.03 0.07 0.01
-0.01 -0.01 0.01
-0.01 0.00 0.02
0.05 0.05 -0.08
0.04 -0.01 -0.10
-0.08 -0.03 0.07
0.00 0.00 -0.02
0.02 0.00 -0.01
-0.02 -0.02 0.11
0.03 0.04 0.02
-0.03 -0.04 -0.03
0.03 0.11 -0.08
-0.08 -0.12 0.01
0.07 0.01 0.12
-0.03 0.07 -0.11
-0.10 -0.10 -0.09
0.00 -0.01 0.00
0.07 0.13 0.00
-0.07 -0.18 0.09
0.04 0.02 0.06
-0.04 -0.03 -0.04
0.00 -0.07 0.11
-0.06 -0.01 -0.11
0.10 0.08 0.08
0.01 0.02 0.01
-0.01 0.01 -0.02
0.01 0.01 -0.01
0.03 -0.06 0.09
-0.03 -0.08 0.07
-0.01 0.04 -0.09
0.00 -0.03 -0.01
0.00 0.00 0.02
0.02 0.09 -0.06

Calculated values
- Charge: 0
- Electronic energy: -4529.96439 Eh
- LUMO energy: -1.1 eV
- Spin multiplicity: 1
- SMILES string: C[C@H](Cl)[C@H](Cl)OC(=O)NP(O)O.O=C1c2ccccc2C(=O)c2ccccc21.O=C1c2ccccc2C(=O)c2ccccc21.O=C1c2ccccc2C(=O)c2ccccc21.O=C1c2ccccc2C(=O)c2ccccc21



A 4-piece molecular cluster, C12H16O12 overall. Source: the Open Molecules 2025 dataset; level of theory: wB97M-V/def2-TZVPD.

Atoms and positions in Å:
C  3.038068  0.863121  0.709297
C  3.254604  1.736661  1.943345
O  3.787241  2.951612  1.405371
C  4.334420  2.677096  0.199136
O  5.036818  3.409538  -0.419624
O  3.966515  1.447599  -0.223804
H  2.027517  0.940508  0.329546
H  3.338380  -0.160898  0.899636
H  4.002634  1.293253  2.605370
H  2.359513  1.963444  2.514366
C  -2.405658  1.296256  -1.212048
C  -1.085255  2.088681  -1.301832
O  -0.264595  1.521667  -0.294797
C  -0.930611  0.573048  0.377639
O  -0.495166  -0.054715  1.293226
O  -2.173812  0.398497  -0.116492
H  -2.559126  0.669521  -2.085256
H  -3.237303  1.960811  -0.995887
H  -1.224900  3.156258  -1.150814
H  -0.637153  1.926217  -2.281315
C  2.509591  -3.231973  -2.540116
C  3.327229  -2.090890  -1.945737
O  2.328983  -1.193552  -1.461792
C  1.154158  -1.463675  -2.081992
O  0.164826  -0.807982  -1.976208
O  1.251499  -2.596254  -2.795592
H  2.330654  -4.090632  -1.890866
H  2.927947  -3.619828  -3.465723
H  3.889558  -1.605422  -2.745710
H  3.996004  -2.345726  -1.130220
C  -3.609117  -1.081071  2.513289
C  -4.396189  -1.405217  1.230654
O  -5.391697  -0.391808  1.157554
C  -5.335064  0.398354  2.266383
O  -6.129297  1.242767  2.519669
O  -4.243283  0.107828  2.990784
H  -2.554851  -0.891505  2.336799
H  -3.767840  -1.855726  3.261434
H  -4.770107  -2.429542  1.246142
H  -3.815126  -1.306329  0.316181

Forces on the atoms, in the same order (eV/Å):
0.30 0.55 0.41
0.12 -0.14 0.15
0.08 -0.11 -0.09
-0.05 0.01 -0.15
-0.05 0.07 0.08
-0.10 -0.20 0.04
-0.06 -0.16 -0.19
-0.18 -0.12 -0.16
-0.02 0.09 0.04
-0.08 -0.02 -0.11
0.64 -0.03 0.16
-0.44 -0.26 -0.84
0.06 0.25 0.36
-0.22 -0.28 -0.18
0.18 0.07 0.05
0.01 0.39 0.17
-0.24 0.20 -0.12
-0.24 -0.29 0.02
0.12 0.00 0.28
0.27 0.03 0.15
-0.03 -0.27 0.12
0.11 -0.05 -0.35
-0.30 0.06 -0.14
0.12 -0.02 0.42
0.10 -0.01 -0.15
-0.07 -0.12 -0.30
0.06 0.20 0.25
-0.09 0.19 -0.12
0.06 0.16 0.17
-0.05 -0.14 0.02
-0.45 -0.10 -0.30
0.88 0.00 -0.53
-0.47 -0.26 0.57
0.06 -0.21 -0.51
0.03 0.13 0.04
0.05 0.14 0.28
0.03 0.02 0.07
0.23 0.00 0.06
-0.63 0.25 0.12
0.28 -0.03 0.19

Calculated values
- Charge: 0
- Electronic energy: -1369.78767 Eh
- Relative energy (zero: lowest compared OMol25 entry of this formula, charge and spin): 0.0000 eV
- LUMO energy: 0.4 eV
- Spin multiplicity: 1
- SMILES string: O=C1OCCO1.O=C1OCCO1.O=C1OCCO1.O=C1OCCO1



A 4-piece molecular cluster, C22H45O8P overall. Source: the Open Molecules 2025 dataset; level of theory: wB97M-V/def2-TZVPD.

Atoms and positions in Å:
C  -6.858888  4.207201  -0.057791
C  -6.156359  5.426497  -0.917277
C  -4.610776  4.990743  -1.248014
C  -3.545032  5.324371  -0.006996
C  -2.521554  4.003865  0.045050
C  -3.137982  2.903012  1.141332
C  -2.407804  1.408066  0.998780
O  -0.977050  1.676388  0.787889
C  -0.442760  0.986136  -0.395571
O  0.736446  0.325047  -0.232463
C  -1.090627  0.977821  -1.903110
O  -0.943294  -0.379148  -2.451367
C  -2.132995  -1.212681  -2.213798
P  -2.668577  0.478458  2.687640
O  -2.184509  1.467781  4.036232
O  -4.347292  0.021792  2.770571
H  -8.025525  4.242621  -0.225873
H  -6.467609  3.169984  -0.438364
H  -6.635489  4.418339  1.083046
H  -6.229537  6.479445  -0.378740
H  -6.760688  5.540116  -1.924218
H  -4.222214  5.514472  -2.245398
H  -4.601559  3.823096  -1.486160
H  -4.085358  5.434537  1.031441
H  -2.960961  6.303957  -0.314763
H  -1.429028  4.319495  0.324608
H  -2.470837  3.481203  -1.023465
H  -4.299070  2.861757  0.997534
H  -2.819850  3.321089  2.210922
H  -2.911907  0.724506  0.193494
H  -0.556448  1.709084  -2.667001
H  -2.195686  1.357162  -1.804557
H  -2.341876  -1.785489  -3.240013
H  -3.091796  -0.628488  -1.883420
H  -1.959462  -2.066119  -1.402378
H  -1.183691  1.611779  3.894998
H  -4.618811  -0.561481  1.996750
C  4.132859  -0.084732  -0.987360
C  4.992954  -0.926877  -0.080849
C  6.351768  -0.281321  -0.243709
O  6.122471  1.108203  -0.515324
C  4.728707  1.293208  -0.798919
H  3.067862  -0.125354  -0.745264
H  4.261357  -0.408546  -2.027058
H  4.651743  -0.822810  0.955887
H  4.992124  -1.989593  -0.336094
H  6.892838  -0.703758  -1.097029
H  6.974419  -0.383940  0.649731
H  4.278753  1.805947  0.058212
H  4.613117  1.925252  -1.683707
C  8.942670  -2.381408  2.247858
C  8.653971  -1.403264  3.357190
C  8.401409  -2.322458  4.532322
O  9.196809  -3.496998  4.320379
C  9.696396  -3.472650  2.976113
H  9.510679  -1.951090  1.419201
H  8.001673  -2.779013  1.849395
H  9.540603  -0.787332  3.548475
H  7.813232  -0.736887  3.148353
H  7.352067  -2.632866  4.575831
H  8.669559  -1.863834  5.488472
H  10.768271  -3.251309  3.022213
H  9.562433  -4.455074  2.515041
C  -4.572902  -5.510962  -1.803346
C  -4.618944  -5.311272  -3.296241
C  -4.979791  -3.846098  -3.408927
O  -4.428671  -3.192052  -2.257575
C  -4.000550  -4.194465  -1.325312
H  -3.976444  -6.372719  -1.493357
H  -5.590078  -5.639509  -1.414544
H  -3.624702  -5.485164  -3.724403
H  -5.330095  -5.966248  -3.805932
H  -6.065125  -3.701269  -3.387955
H  -4.583827  -3.385620  -4.318670
H  -2.905261  -4.211990  -1.333434
H  -4.337906  -3.930544  -0.319217

Forces on the atoms, in the same order (eV/Å):
-0.33 1.19 0.02
-0.13 -0.60 -0.67
-0.11 0.32 -0.09
0.26 -1.14 -1.33
-0.39 -0.04 0.19
1.31 0.70 -0.67
-2.45 2.87 0.34
-0.49 -2.61 -2.90
6.80 -3.15 1.60
-7.84 4.60 -0.91
-0.37 0.16 0.19
-2.15 1.63 1.31
-0.56 -1.69 -0.47
1.75 -2.97 0.11
0.04 0.23 -2.24
0.92 1.26 -0.90
2.34 -0.11 0.49
-0.69 2.02 0.93
-0.46 -0.91 -2.28
0.26 -2.33 -0.94
1.31 -0.23 1.91
-0.81 -1.01 2.22
-0.07 2.47 0.62
1.05 -0.09 -2.12
-1.19 -2.01 0.95
-2.14 -0.71 -0.37
-0.14 1.28 2.18
2.21 -0.11 0.50
-1.06 -0.95 -2.20
1.11 1.26 1.35
-0.71 -1.48 2.09
1.90 -0.99 -0.41
0.31 1.38 2.34
1.86 -0.87 -0.81
-0.04 2.00 -1.58
-2.16 -0.49 0.18
0.92 1.11 1.33
-0.48 -0.06 -0.50
-0.03 -0.33 0.52
0.38 0.13 -0.14
-0.15 -0.28 0.02
0.02 0.35 0.16
0.15 0.05 -0.06
-0.04 0.05 0.08
0.04 -0.06 -0.09
0.03 0.11 0.04
0.04 -0.10 0.04
0.02 0.12 -0.09
-0.10 0.01 -0.06
0.12 0.00 0.09
-0.25 -0.18 -0.58
0.15 0.61 0.17
-0.20 -0.26 0.32
-0.06 0.26 -0.26
0.33 -0.25 0.19
-0.06 -0.07 0.08
0.11 0.03 -0.01
-0.13 -0.02 -0.01
0.09 -0.07 0.05
-0.04 0.10 0.04
0.01 -0.15 -0.05
0.01 -0.03 -0.11
0.01 0.04 0.15
-0.32 -0.35 0.48
0.28 -0.24 -0.54
-0.27 0.36 -0.11
-0.05 -0.32 0.01
0.29 0.27 0.15
-0.07 0.13 -0.01
0.13 -0.01 0.00
-0.13 0.00 0.00
0.08 0.11 0.04
0.00 -0.03 -0.10
-0.02 0.06 0.14
0.01 -0.08 0.09
0.03 0.09 -0.11

Calculated values
- Charge: 0
- Electronic energy: -1808.22812 Eh
- LUMO energy: 0.0 eV
- Spin multiplicity: 1
- SMILES string: CCCCCC[C@@H](OC(=O)COC)P(O)O.C1CCOC1.C1CCOC1.C1CCOC1